# 1
C16H39F6NO9S6 | ωB97M-V with the def2-TZVPD basis set

```
77
Properties=species:S:1:pos:R:3:forces:R:3:lowdin_charge:R:1
O 0.0047 1.7080 2.8112 3.61 -4.66 1.97 -0.33
S 1.1353 0.8602 3.4824 -0.29 8.89 1.84 0.90
O 2.0179 1.8649 4.3209 -3.09 -5.09 -3.00 -0.34
F 0.3984 -0.2162 4.6222 1.71 1.25 -2.79 -0.23
N 2.2098 0.0745 2.3515 -1.13 -1.42 0.31 -0.23
C 1.8118 -1.3549 2.0579 -0.68 -1.42 -0.26 -0.19
C 2.5161 -2.4774 3.0296 0.24 -0.55 -0.53 -0.15
C 4.1227 -2.1931 3.3300 -0.22 -1.09 0.53 -0.08
C 4.3967 -1.0550 4.4787 -0.08 0.50 -0.49 -0.18
F 3.1867 -0.8941 5.3510 3.78 0.05 -2.83 -0.01
F 4.8309 0.2331 3.8421 -1.53 -3.51 2.10 -0.02
C 5.6353 -1.4577 5.5201 -0.91 0.58 1.88 -0.15
F 6.7111 -2.2499 4.8811 -3.55 2.93 2.54 0.04
F 4.9681 -2.2430 6.6240 2.91 2.14 -3.61 0.01
F 6.0973 -0.1928 6.1472 -0.81 -4.66 -2.08 0.04
C 2.3854 0.9078 1.1012 -0.67 2.49 -0.48 -0.16
O 3.6711 0.5714 0.4051 -5.09 -3.08 1.13 -0.18
O 4.5291 1.5598 0.5482 3.07 3.50 1.81 -0.06
H 2.1359 -1.5976 0.9444 -0.80 0.67 2.39 0.13
H 0.6332 -1.4290 2.1479 2.42 -0.24 -0.48 0.14
H 2.4941 -3.4998 2.4149 0.01 2.27 1.27 0.13
H 1.9039 -2.7032 4.0187 1.46 0.84 -2.03 0.13
H 4.5369 -3.2195 3.7779 -0.87 2.32 -0.79 0.14
H 4.7539 -2.0320 2.3307 -1.49 0.17 2.37 0.15
H 1.4631 0.8103 0.3502 2.15 -0.14 1.57 0.17
H 2.4435 2.0431 1.4641 -0.16 -2.45 -1.11 0.12
H 4.6937 1.6752 1.5317 -0.11 -0.38 -1.31 0.13
C -0.7252 -2.9031 -2.9837 0.04 -0.11 0.12 -0.27
S 0.5862 -3.4511 -1.8646 -0.26 0.23 0.00 0.81
O 0.0952 -3.2496 -0.4619 0.25 0.11 -0.40 -0.58
C 1.7273 -2.0987 -2.2410 0.07 0.08 0.13 -0.28
H -1.5713 -3.5882 -2.8898 0.15 0.12 0.02 0.01
H -1.0461 -1.8932 -2.7175 0.08 -0.08 0.08 0.06
H -0.3586 -2.9215 -4.0129 0.05 -0.05 0.10 0.06
H 1.2545 -1.1384 -2.0207 -0.04 -0.11 0.01 0.05
H 2.0126 -2.1437 -3.2946 -0.05 -0.06 0.09 0.05
H 2.6191 -2.2137 -1.6203 -0.11 -0.05 -0.06 0.04
C 2.4918 6.2813 -0.5091 -0.13 -0.29 0.00 -0.29
S 1.3154 5.0450 0.0907 0.39 -0.08 0.10 0.85
O 2.1007 3.9824 0.8004 -0.23 0.36 -0.41 -0.57
C 0.8777 4.3992 -1.5415 0.04 -0.13 -0.09 -0.27
H 2.9274 6.7936 0.3523 -0.18 -0.11 -0.07 0.06
H 3.2860 5.7953 -1.0808 -0.07 -0.12 0.09 0.06
H 1.9697 7.0088 -1.1353 0.03 -0.15 0.24 0.02
H 1.7720 4.0296 -2.0493 -0.01 0.05 0.12 0.06
H 0.4092 5.1889 -2.1334 0.03 -0.01 0.12 0.05
H 0.1697 3.5772 -1.4115 0.08 0.13 0.10 0.05
C -6.3065 -3.4046 -3.2167 -0.01 -0.04 -0.17 -0.27
S -4.7916 -3.5080 -2.2334 0.05 -0.18 -0.04 0.83
O -3.6745 -3.8763 -3.1639 -0.54 -0.01 0.21 -0.57
C -5.2606 -5.0023 -1.3280 0.17 -0.08 -0.09 -0.27
H -6.2235 -2.5516 -3.8946 0.10 -0.08 0.15 0.05
H -6.4366 -4.3192 -3.8002 0.08 0.03 0.12 0.06
H -7.1628 -3.2570 -2.5542 0.13 -0.02 0.01 0.05
H -5.4556 -5.8181 -2.0285 -0.05 0.17 0.08 0.05
H -6.1514 -4.8018 -0.7282 0.08 0.03 -0.16 0.03
H -4.4362 -5.2816 -0.6677 -0.01 0.18 -0.12 0.06
C -8.6049 -5.9615 0.7708 0.02 0.12 -0.01 -0.27
S -8.4766 -7.3740 -0.3520 0.11 0.13 -0.33 0.82
O -7.6851 -6.9302 -1.5461 -0.49 -0.07 0.53 -0.56
C -10.2212 -7.3886 -0.8305 -0.07 0.05 -0.09 -0.27
H -7.6110 -5.7419 1.1685 -0.10 -0.14 -0.08 0.05
H -8.9800 -5.0882 0.2318 0.01 -0.11 -0.04 0.06
H -9.2767 -6.2104 1.5959 0.07 -0.04 -0.09 0.05
H -10.4962 -6.4269 -1.2705 0.11 -0.05 0.04 0.06
H -10.8393 -7.5902 0.0474 0.11 -0.01 -0.03 0.05
H -10.3725 -8.1804 -1.5680 0.15 0.08 0.12 0.05
C 3.9563 9.3021 -3.8070 -0.07 0.03 -0.10 -0.26
S 3.8930 8.9982 -2.0249 -0.31 0.20 0.00 0.82
O 2.4483 8.9726 -1.6230 0.61 0.46 -0.40 -0.56
C 4.5645 10.6063 -1.5393 -0.05 0.10 0.05 -0.26
H 3.5448 8.4312 -4.3232 0.05 0.07 0.18 0.05
H 3.3628 10.1848 -4.0571 0.02 -0.07 0.12 0.06
H 4.9941 9.4477 -4.1162 -0.07 -0.05 0.09 0.05
H 3.9332 11.4083 -1.9298 -0.01 -0.15 0.00 0.06
H 5.5820 10.7087 -1.9236 -0.08 -0.09 0.02 0.05
H 4.5837 10.6596 -0.4482 -0.04 -0.13 -0.16 0.05
```
Positions in Å, forces in eV/Å.

Summary:
Charge ... 0
DFT total energy ... -4352.75489 Eh
HOMO ... -8.68 eV
Kohn-Sham gap ... 0.2990 Ha
Energy above the lowest of the compared OMol25 structures with the same formula, charge and spin ... 737.5 kJ/mol
Strongest force on any atom ... 9.079 eV Å⁻¹
E_LUMO ... -0.541 eV


# 2
C35H39N3O4 | ωB97M-V with the def2-TZVPD basis set

```
81
Properties=species:S:1:pos:R:3:forces:R:3:lowdin_charge:R:1
C -4.8285 -2.9448 -2.8777 -0.08 -0.42 0.40 -0.03
C -3.9374 -1.8711 -3.5026 -0.25 -0.10 -0.32 -0.59
C -3.0849 -2.5387 -4.5563 0.54 -0.44 -0.43 -0.05
C -4.8254 -0.8663 -4.2105 -0.14 0.53 0.05 -0.05
O -3.1308 -1.0991 -2.5424 -0.63 -0.77 -0.66 0.03
C -2.2447 -1.7952 -1.7955 1.41 -0.31 0.70 -0.46
C -1.6915 -0.9614 -0.6786 -0.06 -0.21 -1.60 -0.14
N -1.9747 -1.4635 0.4579 -1.14 -1.20 1.04 0.08
C -2.1510 -1.2089 1.7300 0.85 0.37 -0.35 -0.26
C -2.6838 -2.2303 2.6263 -0.35 0.29 0.30 -0.17
C -2.7967 -1.9725 4.0173 -0.13 -0.36 0.03 -0.06
C -3.3641 -2.9055 4.8857 -0.02 -0.29 -0.61 -0.11
C -3.8612 -4.1146 4.3732 -0.09 -0.11 -0.07 -0.13
C -3.7934 -4.3796 2.9923 0.52 0.83 -0.06 -0.10
C -3.1976 -3.4438 2.1246 -0.23 -0.47 0.52 -0.04
C -1.8846 0.1690 2.1917 0.42 -0.20 -0.15 -0.19
C -0.9380 0.4412 3.1853 0.13 0.59 -0.04 -0.07
C -0.7031 1.7566 3.5934 -0.58 -0.09 -0.11 -0.10
C -1.5150 2.7757 3.0785 0.32 0.43 -0.31 -0.13
C -2.3568 2.5285 1.9814 -0.09 -0.40 0.20 -0.12
C -2.5164 1.2239 1.5147 -0.02 0.30 0.62 -0.03
O -1.9635 -2.9691 -1.9538 -0.68 0.37 -0.14 0.05
H -5.3694 -2.5971 -1.9853 0.21 0.01 -0.24 0.10
H -5.5770 -3.2247 -3.6432 0.31 0.07 0.41 0.09
H -4.2534 -3.8498 -2.6197 -0.22 0.46 0.01 0.09
H -2.5123 -1.7949 -5.1253 -0.01 -0.17 0.12 0.09
H -2.4124 -3.2730 -4.0988 -0.14 0.28 -0.25 0.08
H -3.7459 -3.0714 -5.2604 0.19 0.24 0.18 0.09
H -4.2093 -0.2030 -4.8290 -0.20 0.00 0.10 0.08
H -5.5365 -1.4051 -4.8543 0.29 0.24 0.13 0.09
H -5.3995 -0.2590 -3.5009 0.11 -0.11 -0.08 0.09
H -1.1930 -0.0321 -0.9745 -0.81 0.53 0.23 0.07
H -2.4512 -1.0221 4.4245 -0.12 -0.30 -0.12 0.09
H -3.4191 -2.6896 5.9561 -0.04 -0.09 -0.35 0.09
H -4.3223 -4.8483 5.0412 0.18 0.26 -0.20 0.09
H -4.1967 -5.3071 2.5774 0.11 0.28 0.21 0.09
H -3.1371 -3.6181 1.0465 -0.01 0.00 0.40 0.10
H -0.4034 -0.3932 3.6396 -0.03 0.21 -0.13 0.11
H 0.0869 1.9762 4.3095 -0.33 0.02 0.11 0.09
H -1.4620 3.7857 3.4976 0.17 -0.30 -0.26 0.10
H -2.8828 3.3371 1.4670 0.09 -0.14 0.39 0.11
H -3.1899 0.9873 0.6896 0.24 0.12 0.18 0.13
C 6.0239 1.7634 -0.3722 0.54 0.11 0.96 -0.14
C 4.7625 1.1254 -0.9397 -0.80 -0.56 -0.29 -0.05
N 4.0983 0.2578 0.1417 0.50 0.40 0.53 -0.18
C 2.8641 -0.5409 -0.3070 -0.19 -1.09 -0.06 -0.05
C 1.8464 0.2400 -1.0315 -0.78 0.53 -1.09 -0.12
C 0.6561 0.7287 -0.5655 1.65 -0.01 1.55 0.05
C 0.3512 2.0601 -1.0374 -0.51 0.71 -1.18 -0.14
C 0.7502 2.3975 -2.3376 0.69 0.22 0.38 -0.17
O 1.4116 1.4583 -3.1141 -0.27 -0.37 0.30 0.12
C 2.1233 0.4799 -2.4703 1.30 0.11 -0.31 -0.40
O 2.9897 -0.1165 -3.0971 -1.09 0.50 0.65 0.09
C 0.7722 3.7155 -2.7983 -0.02 -0.23 0.16 0.01
C 0.4863 4.7311 -1.8990 -0.35 0.12 0.04 -0.07
C 0.1108 4.4220 -0.5855 -0.11 0.05 0.01 -0.07
C 0.0072 3.1052 -0.1649 -0.04 -0.39 0.24 -0.01
C 3.7566 1.1597 1.3380 -0.68 -0.59 -0.55 -0.06
C 5.0175 1.8510 1.8320 1.09 0.13 -0.24 -0.14
N 6.2037 1.4081 1.0551 -0.19 -0.24 0.11 -0.14
C 6.3533 -0.0698 1.1740 0.46 1.40 0.16 -0.14
C 5.1449 -0.7659 0.6073 -1.12 -0.17 -0.65 -0.07
H 6.9093 1.4161 -0.9259 -0.26 0.22 0.21 0.13
H 5.9615 2.8610 -0.4424 0.12 -0.42 -0.01 0.13
H 4.0472 1.9012 -1.2529 0.04 -0.53 0.10 0.14
H 4.9885 0.4583 -1.7837 -0.36 0.25 0.24 0.14
H 3.2287 -1.3377 -0.9673 0.19 0.16 0.26 0.14
H 2.4653 -0.9846 0.6148 0.06 0.11 -0.25 0.15
H 0.2011 0.3485 0.3581 0.41 0.43 -0.07 0.13
H 1.0802 3.9228 -3.8188 0.03 -0.07 0.17 0.12
H 0.5553 5.7781 -2.2140 -0.05 -0.46 0.10 0.11
H -0.1110 5.2203 0.1198 0.06 -0.14 -0.15 0.11
H -0.2565 2.8523 0.8707 0.08 0.21 -0.55 0.09
H 3.0073 1.8862 0.9905 0.05 -0.45 0.11 0.14
H 3.3330 0.5039 2.1158 -0.06 0.24 -0.44 0.14
H 4.9244 2.9433 1.7133 0.11 -0.43 0.19 0.13
H 5.1876 1.6041 2.8921 0.00 0.25 -0.39 0.13
H 7.2507 -0.3477 0.6113 -0.10 -0.02 0.28 0.13
H 6.4737 -0.3339 2.2308 0.17 0.17 -0.24 0.13
H 4.6545 -1.3945 1.3599 -0.01 0.00 -0.40 0.14
H 5.3989 -1.3369 -0.2923 -0.25 -0.10 0.29 0.14
```
Positions in Å, forces in eV/Å.

Summary:
Charge ... 0
DFT total energy ... -1822.15105 Eh
HOMO ... -4.77 eV
Kohn-Sham gap ... 0.1427 Ha
Energy above the lowest of the compared OMol25 structures with the same formula, charge and spin ... 149.0 kJ/mol
Strongest force on any atom ... 2.267 eV Å⁻¹
E_LUMO ... -0.885 eV


> The lowest strongest force on any atom belongs to which entry?

C35H39N3O4